The following is a quantum chemistry calculation of a structure of composition C7H11Br3N in a non-equilibrium geometry, from OMol25.

Results
orbital gap: 8.24 eV
molecular weight: 348.88 g/mol
strongest force on any atom: 4.716 eV/A
DFT total energy: -219044.06522 eV
spin multiplicity: 1
charge: +1

Positions of all 22 atoms, in Å:
C: -2.950 0.658 -1.538
C: -1.746 -0.043 -1.683
N: -1.053 -0.464 -0.468
C: -0.096 0.300 -0.014
C: 0.495 -0.417 1.249
C: -0.864 -1.056 1.755
C: -1.286 -1.671 0.359
H: -3.889 0.220 -1.907
H: -2.898 1.621 -0.995
H: -1.274 -0.236 -2.660
H: 0.203 1.258 -0.462
H: 0.927 0.306 1.955
H: 1.178 -1.205 0.870
H: -1.467 -0.146 1.947
H: -0.796 -1.789 2.569
H: -0.776 -2.598 0.061
H: -2.388 -1.729 0.460
C: 3.842 1.462 -0.291
Br: 3.506 1.157 -2.171
Br: 2.438 2.528 0.517
Br: 4.136 -0.194 0.665
H: 4.757 2.037 -0.217